Entry from the Open Molecules 2025 dataset: a molecular structure, C2H27HfO12 in a non-equilibrium geometry (ωB97M-V/def2-TZVPD).

Computed properties:
Charge: +3
ΔE to the lowest compared entry with this formula, charge and spin (kcal/mol): 42.9
LUMO energy (Eh): -0.5963

CARTESIAN COORDINATES (ANGSTROEM)
1 H 0.37592 0.89657 -0.38948
2 H 0.91789 -1.86480 0.68216
3 O -3.05696 2.32509 -0.05542
4 H 0.41903 0.42283 1.29838
5 O -0.52566 0.15969 -2.98250
6 H 1.27184 3.76254 1.08923
7 Hf 2.85343 -2.90668 -2.20761
8 H -1.75210 2.79940 2.72577
9 H -2.48182 2.47393 -0.81914
10 H 0.08708 -0.26706 -2.37066
11 O 1.38913 -1.45293 -1.31719
12 H -0.82028 -0.18598 0.11488
13 H -1.21038 -3.92079 1.18690
14 H -1.78389 -2.78395 0.31887
15 H -0.20882 1.06896 -3.06320
16 O 1.81412 -1.70697 -4.06551
17 O -1.86953 -3.21621 1.18235
18 O -1.39508 2.04180 2.23690
19 H 4.50809 -0.44498 -3.07813
20 H 2.18953 -0.91767 -4.49056
21 O 2.40908 1.70974 3.04422
22 H -0.79654 -2.02269 -1.75071
23 O 0.32801 3.82593 0.87477
24 O 0.09705 0.56076 3.93396
25 H 0.94083 -1.83804 -4.48772
26 H 3.47138 0.10211 -2.05882
27 H -0.97984 1.47070 2.92704
28 C 0.22968 0.04945 0.29582
29 H -0.09404 3.07637 1.34120
30 H -2.58501 1.67731 0.49258
31 O 3.75516 -0.71079 -2.51470
32 O -3.51040 -0.54567 0.19431
33 H 0.13024 1.07206 4.75650
34 H 1.84964 1.14810 2.50822
35 H -4.00347 -1.33097 -0.08313
36 O -1.69859 -2.34597 -1.79387
37 H -4.00082 0.19838 -0.19060
38 C 1.26514 -1.04058 0.03093
39 H 2.33687 1.34002 3.92876
40 H 2.21317 -0.71747 0.48193
41 H 0.12642 -0.36154 4.22142
42 H -2.20553 -1.60000 -2.14814

Now the Löwdin charges, all in e: 0.089, 0.129, 0.048, 0.060, -0.030, 0.066, 2.298, 0.097, 0.070, -0.034, -0.358, 0.078, 0.046, -0.009, 0.071, -0.095, -0.002, -0.064, 0.140, 0.115, -0.044, -0.026, 0.043, -0.043, 0.134, 0.131, 0.021, -0.046, 0.003, 0.011, -0.094, 0.003, 0.100, -0.027, 0.073, -0.020, 0.057, -0.314, 0.039, 0.127, 0.092, 0.064


Entry from the Open Molecules 2025 dataset: 12 unconnected molecules or ions with the total composition C2H28N2O14 in a non-equilibrium geometry (ωB97M-V/def2-TZVPD).

Computed properties:
Charge: 0
ΔE to the lowest compared entry with this formula, charge and spin (kcal/mol): 0.0
SMILES string: NC(=O)NC(O)O.O.O.O.O.O.O.O.O.O.O.O
LUMO energy (Eh): 0.0046

CARTESIAN COORDINATES (ANGSTROEM)
1 O -1.22682 2.08753 -1.70397
2 H 3.66686 -2.33372 -1.75842
3 N 0.31586 -0.99222 -1.46366
4 O 2.14569 -1.99888 0.58437
5 O -1.79947 -1.53244 -0.69041
6 H 2.42147 -2.45429 -2.43744
7 H 3.46826 0.94347 0.32259
8 H -1.76486 1.90195 1.38886
9 H 0.04408 -0.20465 -2.03570
10 H -3.28506 0.50824 -3.24583
11 H 0.48119 -1.74189 -2.12156
12 O -2.21292 1.34555 2.02701
13 H -2.20222 0.13537 3.45538
14 O 0.07597 2.51383 0.77740
15 H -0.94278 1.53917 -0.97410
16 H -1.15887 3.03875 -1.58135
17 O -3.39087 2.80903 0.00017
18 O 1.16214 3.94484 -1.72261
19 O 4.43443 0.99119 0.34781
20 O -0.27916 -2.19745 3.38997
21 N -0.10257 -1.31532 0.80258
22 H 1.30033 3.12174 -1.26175
23 H -2.35685 -0.65598 4.70957
24 O -2.44518 -0.74242 3.75359
25 H 1.51009 0.14726 -0.35515
26 H 0.75765 3.18405 0.73098
27 H 0.73221 -4.62122 -1.66827
28 H 4.61503 0.94122 1.27693
29 H 2.16594 -1.89837 -0.37832
30 H 0.37301 1.61589 1.01060
31 H 1.95288 4.12366 -2.22685
32 H -4.30627 2.85970 -0.24897
33 H -0.26139 -3.08595 3.72921
34 H -2.36391 1.70745 -3.08016
35 O 3.17660 -1.83735 -2.43201
36 H -2.78098 2.68426 -0.73246
37 O 1.59286 0.27407 0.59330
38 H -1.19763 -1.87047 3.59650
39 H -0.62742 -1.24066 1.66409
40 H 1.46898 -0.99919 2.16234
41 O 1.34620 -3.91542 -1.43744
42 C -0.63473 -1.31290 -0.43203
43 C 1.30380 -1.01243 1.09311
44 O -3.01936 1.31778 -3.68066
45 H 1.23616 -3.84531 -0.47775
46 H -3.02694 1.83749 2.05332

Now the natural (NBO) charges, all in e: -0.981, 0.466, -0.971, -0.731, -0.590, 0.474, 0.476, 0.499, 0.404, 0.466, 0.411, -0.981, 0.510, -1.016, 0.502, 0.510, -0.992, -0.951, -0.947, -1.002, -0.660, 0.469, 0.470, -0.950, 0.501, 0.497, 0.488, 0.462, 0.488, 0.510, 0.481, 0.486, 0.474, 0.486, -0.933, 0.489, -0.776, 0.498, 0.448, 0.203, -0.978, 0.772, 0.498, -0.968, 0.496, 0.490


Entry from the Open Molecules 2025 dataset: 11 unconnected molecules or ions with the total composition C2H28NO10 in a non-equilibrium geometry (ωB97M-V/def2-TZVPD).

Computed properties:
Charge: +1
ΔE to the lowest compared entry with this formula, charge and spin (kcal/mol): 103.4
LUMO energy (Eh): -0.0949

CARTESIAN COORDINATES (ANGSTROEM)
1 H 3.29200 -0.55770 -1.04315
2 H 2.23415 -3.52182 -0.27213
3 H -0.95458 -0.39600 3.20630
4 O -1.49926 1.23727 -1.25092
5 H -0.61358 1.18756 -1.54447
6 H -0.60117 4.96493 0.79235
7 O 3.42098 -0.35170 -0.13388
8 H -0.04383 4.87251 -0.55898
9 O 0.04757 4.59634 0.30096
10 H -0.38353 -2.14624 -1.80361
11 H -1.44074 -4.04566 -1.87440
12 H 1.48166 0.50287 -2.86552
13 H -1.80053 0.98670 2.86900
14 H -3.94141 -0.85205 -3.02830
15 H 0.87009 0.47551 1.97185
16 H -4.13596 -0.32414 -1.68765
17 N -0.40995 1.88334 1.14970
18 O 2.14743 1.94543 0.38686
19 H 3.12792 -1.11762 0.31343
20 O -3.36489 -0.82897 -2.08996
21 H 2.41387 -3.09093 1.22898
22 H 0.32565 2.38543 0.51674
23 H -0.44391 -2.56795 1.89347
24 H -2.08204 0.91925 -1.90949
25 H -2.43015 -3.04454 -2.16504
26 C -0.87984 0.70542 3.32326
27 H 0.95714 -2.83664 -1.68762
28 H 0.92647 -0.65164 -2.48974
29 H -0.89701 -2.28813 0.43264
30 H -1.13334 1.20458 0.63843
31 H -1.08251 1.13279 4.29778
32 O 1.12864 0.21512 -1.98381
33 H -1.02032 2.67890 1.50008
34 O -1.71115 -3.16470 -1.43550
35 C 0.24128 1.27549 2.40843
36 O 0.45078 -2.32530 -2.37596
37 H 2.43969 1.16973 -0.01898
38 H 1.05050 1.98737 2.73318
39 O -0.70121 -1.84672 1.29062
40 O 2.16288 -2.75659 0.41401
41 H 2.85222 2.38848 0.55103

Now the natural (NBO) charges, all in e: 0.478, 0.482, 0.253, -0.988, 0.502, 0.466, -0.957, 0.480, -0.935, 0.507, 0.488, 0.468, 0.206, 0.476, 0.234, 0.481, -0.759, -0.960, 0.491, -0.951, 0.483, 0.509, 0.474, 0.497, 0.505, -0.660, 0.465, 0.504, 0.490, 0.484, 0.242, -0.996, 0.408, -0.960, -0.229, -0.970, 0.505, 0.238, -0.963, -0.953, 0.463


In order of appearance, gap between HOMO and LUMO = 1.897; 10.311; 11.120 eV.
In order of appearance, energy = -28350.869; -34174.590; -24485.807 eV.
In order of appearance, HOMO energy = -18.12; -10.19; -13.70 eV.